Entry 1:
{"formula": "CH5NS", "method": "ωB97M-V with the def2-TZVPD basis set", "total_energy_ha": -493.93422, "lumo_ev": -1.3, "e_homo_ha": -0.24862, "relative_energy_kj_mol": 198.7, "elements": ["S", "N", "C", "H", "H", "H", "H", "H"], "xyz": [[-1.33818, 1.80499, -0.73559], [1.18014, -0.45758, -0.18456], [0.20676, -0.84191, 0.55129], [-2.58156, 2.06458, -0.32542], [-0.32239, -0.21103, 1.25389], [1.51476, -1.00194, -0.96663], [1.51481, 0.49892, -0.14502], [-0.17435, -1.85603, 0.55203]]}

Entry 2:
{"formula": "C3H4N4O", "method": "ωB97M-V with the def2-TZVPD basis set", "total_energy_ha": -410.95529, "smiles": "N/N=C1/N=CC(=O)N1", "lumo_ev": -0.6, "e_homo_ha": -0.33559, "relative_energy_kj_mol": 126.0, "elements": ["O", "N", "N", "N", "N", "C", "C", "C", "H", "H", "H", "H"], "xyz": [[-2.45506, -1.04976, -1.11506], [1.53769, 0.53645, 0.60746], [-0.41942, -0.03039, -0.64475], [2.01433, 1.21025, -0.51990], [-0.23231, -0.74525, 1.52251], [0.39342, -0.01880, 0.47745], [-1.34188, -1.13368, 1.06426], [-1.53500, -0.75245, -0.36574], [1.31637, 1.86890, -0.90591], [2.88678, 1.66380, -0.23367], [-2.00338, -1.69885, 1.72712], [-0.16155, 0.14977, -1.61376]]}

Entry 3:
{"formula": "C16H14O5", "method": "ωB97M-V with the def2-TZVPD basis set", "total_energy_ha": -994.25072, "smiles": "CC1(C)O[C@@H]1COc1c2occc2cc2ccc(=O)oc12", "lumo_ev": 0.0, "e_homo_ha": -0.30824, "relative_energy_kj_mol": 16.8, "elements": ["O", "O", "O", "O", "O", "C", "C", "C", "C", "C", "C", "C", "C", "C", "C", "C", "C", "C", "C", "C", "C", "H", "H", "H", "H", "H", "H", "H", "H", "H", "H", "H", "H", "H", "H"], "xyz": [[-4.06354, 1.33475, 0.33555], [0.21557, -2.94855, 0.17340], [-0.96929, -0.43007, 0.30185], [1.11962, 4.00568, 0.01775], [0.83848, 1.82206, 0.07712], [-3.53304, -0.00947, -1.69840], [3.18768, -1.01334, -0.14969], [1.30210, 0.53965, 0.04710], [0.37216, -0.50400, 0.15915], [0.91134, -1.79388, 0.09747], [-1.62800, 0.80587, 0.54531], [3.06949, 2.67427, -0.15948], [-3.07853, 0.46216, 0.81159], [-5.13402, -0.88797, 0.07147], [-4.00458, 0.06264, -0.26209], [1.64311, 2.92091, -0.01906], [2.28736, -2.06215, -0.05455], [3.55602, 1.42321, -0.19793], [1.12078, -3.94693, 0.07334], [2.68901, 0.28255, -0.09955], [2.38579, -3.48890, -0.06527], [-2.89897, -0.88316, -1.83273], [-4.38934, -0.08796, -2.36449], [3.27889, -4.06984, -0.16395], [4.61571, 1.23899, -0.30454], [-1.54940, 1.47588, -0.31517], [3.69420, 3.54953, -0.23067], [-4.80802, -1.91299, -0.08949], [-3.26349, 0.06872, 1.80906], [0.73316, -4.94650, 0.11567], [4.24556, -1.18616, -0.26140], [-5.44028, -0.76822, 1.10739], [-1.19806, 1.30761, 1.41869], [-5.99166, -0.68598, -0.56671], [-2.97408, 0.88232, -1.96591]]}

Entry 4:
{"formula": "C2H2F4", "method": "ωB97M-V with the def2-TZVPD basis set", "total_energy_ha": -476.87437, "smiles": "FCC(F)(F)F", "lumo_ev": 0.9, "e_homo_ha": -0.47747, "relative_energy_kj_mol": 5.9, "elements": ["F", "F", "F", "F", "C", "C", "H", "H"], "xyz": [[0.98238, 0.27735, 1.44418], [1.61023, -0.32434, -0.44295], [0.60173, 1.57244, -0.33163], [-1.71201, 0.43454, 0.31347], [-0.69278, -0.38375, -0.18459], [0.64583, 0.27296, 0.13940], [-0.76236, -0.52591, -1.27191], [-0.67302, -1.32330, 0.33403]]}